Record 1
The following is a DFT calculation (wB97M-V/def2-TZVPD) of a single C17H26O3 molecule at a distorted geometry.

The HOMO energy is -9.337 eV. The calculation puts the maximum force at 0.184 hartree/bohr. Its net charge is 0. The calculation puts the orbital gap at 9.1 eV. The calculation puts the relative energy (zero: lowest compared OMol25 entry of this formula, charge and spin) at 388.3 kJ/mol.

Positions of all 46 atoms, in Å:
1 C 0.324 -6.438 4.951
2 C 0.378 -5.224 4.371
3 C 0.168 -5.035 2.950
4 C 0.463 -3.651 2.392
5 C -0.090 -3.627 0.857
6 C 0.656 -2.657 -0.061
7 C 1.168 -1.327 0.632
8 C -0.045 -0.385 0.906
9 C 0.425 1.016 1.395
10 C 0.420 1.888 0.052
11 C -0.927 2.334 -0.507
12 C -0.787 2.641 -1.914
13 C -0.771 3.964 -2.487
14 C -1.351 5.246 -2.108
15 O -1.751 5.360 -0.956
16 O -1.205 6.247 -3.027
17 C -0.762 5.534 -4.182
18 C -0.805 6.005 -5.511
19 C -0.270 4.101 -3.894
20 O 1.178 3.954 -3.813
21 H 0.566 -6.691 6.040
22 H 0.206 -7.348 4.476
23 H 0.502 -4.348 5.067
24 H -0.912 -5.339 2.872
25 H 0.854 -5.754 2.486
26 H 1.538 -3.477 2.710
27 H -0.074 -3.039 3.031
28 H -1.161 -3.304 0.846
29 H -0.100 -4.626 0.383
30 H 0.132 -2.323 -0.983
31 H 1.459 -3.248 -0.476
32 H 1.694 -1.508 1.521
33 H 1.960 -0.901 0.030
34 H -0.684 -0.304 0.048
35 H -0.737 -0.892 1.599
36 H 1.286 0.913 1.803
37 H -0.399 1.332 2.147
38 H 1.059 2.760 0.228
39 H 0.878 1.310 -0.796
40 H -1.501 3.212 -0.046
41 H -1.680 1.506 -0.433
42 H -0.360 1.917 -2.565
43 H -0.918 6.982 -5.940
44 H -0.821 5.187 -6.243
45 H -0.763 3.290 -4.506
46 H 1.558 4.746 -3.345

These are the Löwdin partial charges, in e, on atoms 1 to 8:
1 C -0.017
2 C -0.219
3 C -0.287
4 C -0.178
5 C -0.172
6 C -0.214
7 C -0.186
8 C -0.212

---

Record 2
The following is a DFT calculation (wB97M-V/def2-TZVPD) of a 3-piece molecular cluster, C27H57Br2NO9Si overall at a distorted geometry.

The HOMO energy is -8.896 eV. The calculation puts the maximum force at 0.024 hartree/bohr. Its net charge is 0. The calculation puts the orbital gap at 9.4 eV.

Positions of all 97 atoms, in Å:
1 C -3.058 -4.871 2.634
2 C -2.552 -3.459 2.521
3 C -3.621 -2.393 2.366
4 N -1.296 -3.264 2.503
5 C -0.756 -1.999 2.956
6 O 0.218 -1.477 2.086
7 C -0.287 -1.188 0.793
8 C -0.386 0.326 0.548
9 O -1.679 0.659 0.042
10 C -2.474 1.408 0.943
11 C -2.021 2.885 1.072
12 C -1.454 3.229 2.436
13 O -2.539 3.483 3.322
14 Si -2.253 3.600 4.954
15 C -0.502 4.174 5.322
16 C -2.437 1.932 5.796
17 C -3.414 4.821 5.750
18 C -3.935 1.271 0.577
19 Br -5.082 0.984 2.058
20 C -4.407 1.358 -0.662
21 C -3.545 1.629 -1.866
22 Br -6.245 1.147 -1.062
23 H -3.682 -5.115 1.769
24 H -3.656 -4.958 3.541
25 H -2.215 -5.558 2.632
26 H -3.588 -1.656 3.169
27 H -4.614 -2.837 2.416
28 H -3.521 -1.872 1.413
29 H -1.526 -1.237 3.163
30 H -0.234 -2.207 3.890
31 H 0.403 -1.633 0.074
32 H -1.279 -1.607 0.604
33 H -0.118 0.894 1.438
34 H 0.316 0.577 -0.250
35 H -2.373 0.970 1.946
36 H -2.895 3.525 0.930
37 H -1.308 3.124 0.280
38 H -0.823 2.425 2.833
39 H -0.840 4.132 2.356
40 H -0.286 5.174 4.944
41 H -0.392 4.179 6.409
42 H 0.221 3.453 4.932
43 H -2.149 1.130 5.110
44 H -3.444 1.754 6.171
45 H -1.738 1.875 6.635
46 H -3.065 5.009 6.769
47 H -4.440 4.456 5.822
48 H -3.423 5.782 5.231
49 H -2.761 2.350 -1.643
50 H -4.148 1.964 -2.706
51 H -3.044 0.706 -2.163
52 C -0.308 -5.636 -1.627
53 O -0.431 -4.993 -2.876
54 C -1.224 -3.822 -2.816
55 C -0.776 -2.800 -3.839
56 O 0.433 -2.133 -3.501
57 C 1.632 -2.895 -3.604
58 C 2.064 -3.194 -5.022
59 O 1.268 -4.208 -5.605
60 C 1.188 -4.109 -7.008
61 H -1.268 -6.044 -1.290
62 H 0.398 -6.455 -1.750
63 H 0.075 -4.950 -0.862
64 H -1.169 -3.374 -1.816
65 H -2.269 -4.100 -3.015
66 H -1.534 -2.014 -3.866
67 H -0.725 -3.239 -4.836
68 H 1.572 -3.807 -3.008
69 H 2.404 -2.263 -3.159
70 H 3.108 -3.536 -5.001
71 H 2.008 -2.274 -5.617
72 H 0.855 -3.111 -7.316
73 H 0.458 -4.842 -7.346
74 H 2.153 -4.325 -7.482
75 C 2.372 1.431 -3.383
76 O 3.448 2.141 -2.816
77 C 3.059 3.328 -2.150
78 C 3.991 3.612 -0.994
79 O 3.795 2.766 0.129
80 C 4.221 1.416 0.025
81 C 5.720 1.221 0.046
82 O 6.304 1.593 -1.189
83 C 7.640 2.019 -1.062
84 H 1.925 1.976 -4.222
85 H 2.767 0.484 -3.745
86 H 1.603 1.218 -2.631
87 H 2.033 3.238 -1.771
88 H 3.097 4.167 -2.858
89 H 3.768 4.618 -0.631
90 H 5.031 3.603 -1.328
91 H 3.780 0.928 -0.847
92 H 3.819 0.925 0.914
93 H 5.929 0.158 0.229
94 H 6.149 1.810 0.865
95 H 7.733 2.819 -0.318
96 H 7.955 2.404 -2.030
97 H 8.301 1.191 -0.778

These are the Löwdin partial charges, in e, on atoms 1 to 8:
1 C -0.044
2 C -0.391
3 C -0.052
4 N 0.092
5 C -0.254
6 O -0.121
7 C -0.160
8 C -0.130

---

Record 3
The following is a DFT calculation (wB97M-V/def2-TZVPD) of a 2-piece molecular cluster, C27H26P overall at a distorted geometry.

The HOMO energy is -10.720 eV. The calculation puts the maximum force at 0.028 hartree/bohr. Its net charge is +1. The calculation puts the orbital gap at 5.0 eV.

Positions of all 54 atoms, in Å:
1 C 3.530 1.581 2.769
2 C 3.742 0.790 1.632
3 C 2.661 0.219 0.963
4 C 1.345 0.431 1.428
5 P 0.019 -0.467 0.510
6 C 0.128 -2.071 1.419
7 C -0.772 -3.074 0.999
8 C -0.819 -4.298 1.663
9 C 0.028 -4.542 2.753
10 C 0.923 -3.556 3.170
11 C 0.976 -2.324 2.509
12 C -1.424 0.233 1.423
13 C -1.895 1.481 0.958
14 C -2.929 2.132 1.628
15 C -3.512 1.551 2.762
16 C -3.055 0.316 3.223
17 C -2.013 -0.341 2.561
18 C 1.141 1.227 2.567
19 C 2.232 1.799 3.231
20 H 4.379 2.025 3.292
21 H 4.753 0.614 1.266
22 H 2.825 -0.417 0.089
23 H -1.452 -2.873 0.167
24 H -1.521 -5.063 1.331
25 H -0.014 -5.500 3.274
26 H 1.589 -3.730 4.017
27 H 1.668 -1.560 2.866
28 H -1.423 1.940 0.084
29 H -3.280 3.098 1.265
30 H -4.322 2.065 3.285
31 H -3.499 -0.150 4.104
32 H -1.656 -1.296 2.953
33 H 0.136 1.394 2.959
34 H 2.050 2.413 4.114
35 C -1.119 -1.329 -3.181
36 C 0.092 -0.489 -3.363
37 C 1.370 -1.213 -3.587
38 C -0.021 0.903 -3.585
39 C 1.124 1.767 -3.574
40 C 1.005 3.129 -3.818
41 C -0.246 3.698 -4.097
42 C -1.386 2.883 -4.118
43 C -1.285 1.520 -3.867
44 H -1.913 -0.794 -2.648
45 H -1.543 -1.662 -4.144
46 H -0.874 -2.237 -2.616
47 H 2.262 -0.590 -3.474
48 H 1.443 -2.057 -2.889
49 H 1.425 -1.649 -4.602
50 H 2.107 1.343 -3.355
51 H 1.902 3.752 -3.791
52 H -0.331 4.767 -4.293
53 H -2.368 3.313 -4.329
54 H -2.184 0.898 -3.904

These are the Löwdin partial charges, in e, on atoms 1 to 8:
1 C -0.079
2 C -0.086
3 C -0.130
4 C -0.401
5 P 1.078
6 C -0.400
7 C -0.129
8 C -0.083

---

Record 4
The following is a DFT calculation (wB97M-V/def2-TZVPD) of a 2-piece molecular cluster, C10H16 overall at a distorted geometry.

Its expectation value of S² is 0.762. The HOMO energy (spin up / spin down) is 0.793 / -3.323 eV. The calculation puts the maximum force at 0.075 hartree/bohr. Its net charge is -1. Its spin multiplicity is 2. The calculation puts the orbital gap (spin up / spin down) at 2.7 / 6.8 eV. The calculation puts the relative energy (zero: lowest compared OMol25 entry of this formula, charge and spin) at 115.6 kJ/mol.

Positions of all 26 atoms, in Å:
1 C -0.616 1.480 1.034
2 C 0.878 1.753 1.209
3 C -1.181 0.524 0.023
4 C -2.515 0.661 -0.433
5 C -0.403 -0.584 -0.211
6 C -3.109 -0.523 -1.043
7 C -1.032 -1.812 -0.601
8 C -2.348 -1.690 -1.024
9 H -1.134 1.326 1.976
10 H -0.955 2.540 0.740
11 H 1.488 0.873 1.058
12 H -3.020 1.599 -0.298
13 H 0.656 -0.614 -0.040
14 H -3.913 -0.479 -1.756
15 H -0.503 -2.760 -0.591
16 H -2.822 -2.575 -1.449
17 H 1.003 2.022 2.263
18 H 1.328 2.452 0.498
19 C 3.563 -0.437 -0.496
20 C 4.085 -0.031 0.909
21 H 4.114 0.191 -1.203
22 H 3.851 -1.453 -0.749
23 H 2.511 -0.238 -0.679
24 H 4.829 -0.706 1.334
25 H 4.629 0.896 0.688
26 H 3.362 0.268 1.662

These are the Löwdin partial charges, in e, on atoms 1 to 8:
1 C -0.245
2 C -0.132
3 C -0.330
4 C -0.124
5 C -0.141
6 C -0.191
7 C -0.173
8 C -0.227

---

What is the formula in the fourth record? C10H16

---

maximum force of number 1 (C17H26O3)? 0.184 hartree/bohr